Formula: C13H24N2O
Source: OMol25
Level of theory: ωB97M-V/def2-TZVPD

XYZ file:
```
40
Properties=species:S:1:pos:R:3:forces:R:3:mulliken_charge:R:1
C -4.32548 -0.38792 1.03274 -0.8 2.6 -3.4 -1.158
N -3.51495 -0.25054 -0.30431 -3.9 1.4 2.9 0.183
C -3.41361 1.09737 -0.83136 1.5 0.7 8.6 -1.044
C -1.99440 1.55016 -0.53543 4.2 1.9 -6.1 -0.677
C -1.06492 1.11209 0.57805 -10.4 -8.0 -1.7 -1.200
N -0.61817 -0.29984 0.41148 1.3 0.4 0.4 0.182
C 0.57591 -0.58754 -0.00559 4.1 4.3 -5.4 0.157
O 0.97319 -1.57512 -0.58727 -0.6 -2.1 1.0 -0.726
C 1.55199 0.75648 -0.42952 1.9 -3.6 6.6 0.296
C 2.61792 0.66939 -1.38356 3.4 -1.8 -2.4 -1.464
C 3.62162 -0.45262 -1.06939 0.8 -2.5 3.5 -0.318
C 4.38218 -0.32497 0.24452 -3.2 9.1 1.9 -1.005
C 3.29674 0.08420 1.45646 -1.7 -5.8 -4.1 -0.721
C 2.26124 1.05236 0.88166 -3.5 -2.5 5.5 -0.923
C -1.46906 -1.49550 0.31015 -3.2 10.0 7.6 -1.005
C -2.49413 -1.14271 -0.57924 -4.4 -5.9 -4.9 -0.880
H -5.31677 0.18364 1.15385 1.3 -0.1 -1.5 0.313
H -3.84897 0.01070 1.85252 1.8 0.3 2.0 0.445
H -4.72742 -1.31368 1.18713 0.0 -3.0 0.3 0.413
H -3.95372 1.82436 -0.05827 0.0 -1.6 -2.1 0.282
H -3.74903 1.12189 -1.76314 -1.1 0.8 -4.1 0.503
H -1.87712 2.63893 -0.59442 -0.5 0.2 0.3 0.595
H -1.37096 1.35300 -1.58588 -1.1 0.1 2.3 0.188
H -0.36430 1.62139 0.85789 7.9 6.0 2.1 0.937
H -1.79079 1.17071 1.40944 0.5 -0.6 0.6 0.387
H 1.05906 1.54689 -0.68017 -3.9 4.6 -1.2 1.050
H 2.12862 0.17179 -2.14261 -0.9 -0.6 -2.9 0.437
H 3.16720 1.59227 -1.86487 -1.4 -1.3 1.6 0.222
H 3.12902 -1.42555 -0.70006 0.1 1.0 -2.4 0.040
H 4.48501 -0.51501 -1.68692 -0.2 -0.6 -1.8 0.527
H 5.06108 -0.84608 0.78312 2.3 -2.7 0.3 0.551
H 4.83747 0.80572 0.15257 -0.1 -2.3 0.2 0.201
H 2.72326 -1.01271 1.61391 1.4 2.6 0.2 0.164
H 3.82284 0.36859 2.31858 0.3 0.6 1.2 0.533
H 1.44527 1.14496 1.91729 1.9 0.1 -3.0 0.107
H 2.82673 1.86342 0.96090 1.7 4.5 -0.5 0.764
H -0.95893 -2.29615 0.27653 3.4 -5.7 -0.5 0.843
H -1.85182 -1.15263 1.51858 -0.2 -2.7 -2.9 0.274
H -3.09381 -2.24254 -0.58950 1.2 2.1 -0.5 0.234
H -2.21620 -1.05121 -1.72066 0.0 0.0 2.2 0.290
```
Positions in Å, forces in eV/Å.

Properties
E_HOMO	-8.29	eV
HOMO-LUMO gap	0.3302	Ha
maximum force	13.22	eV/Å
structure (SMILES)	CN1CCCN(C(=O)C2CCCCC2)CC1
relative energy (zero: lowest compared OMol25 entry of this formula, charge and spin)	7.959	eV
LUMO level	0.692	eV

=====

Formula: C13H24N4O5S2Yb
Source: OMol25
Level of theory: ωB97M-V/def2-TZVPD

XYZ file:
```
49
Properties=species:S:1:pos:R:3:forces:R:3:mulliken_charge:R:1
O -4.50276 -0.62367 1.54319 1.5 1.4 -0.3 -0.633
H -4.14990 -1.29479 2.11377 -0.1 -0.8 0.5 0.304
Yb -0.11924 -0.40432 0.47018 -0.2 0.8 -1.1 1.134
N -0.18347 1.40648 -1.08784 0.1 1.9 0.1 0.007
N -1.78666 1.51111 0.89814 0.7 2.8 0.6 0.702
O 1.05268 1.52370 -1.80586 -0.8 -0.6 -0.7 -0.484
O -2.27786 1.68406 2.10501 0.0 -1.1 -1.1 -0.827
C -0.88368 2.55994 -0.99108 1.5 -2.5 -0.4 0.319
C -1.83674 2.59535 0.06836 -0.6 -2.0 1.6 0.214
C -0.66589 3.76343 -1.84609 0.3 -0.1 -0.2 -1.399
C -2.71577 3.76791 0.32761 -0.2 0.0 0.3 -1.466
H 0.14445 3.58945 -2.56863 -0.4 0.1 0.3 0.336
H -0.42942 4.63925 -1.21803 -0.1 -0.3 -0.3 0.324
H -1.60590 3.98311 -2.37737 0.3 0.0 0.2 0.380
H -3.36339 3.50840 1.16877 0.1 0.2 -0.2 0.380
H -3.33737 3.97495 -0.55479 0.2 0.1 0.2 0.355
H -2.14748 4.67120 0.59760 -0.2 -0.2 -0.1 0.325
H 0.91209 1.06774 -2.69822 0.3 0.6 0.9 0.456
H -3.72438 0.00385 1.54841 -1.4 -0.5 -0.1 0.344
O -0.77386 -0.40411 2.71333 -0.1 0.5 -0.1 -0.562
H -0.51239 -0.85732 3.51706 0.0 0.0 0.1 0.250
H -1.39929 0.36811 2.92910 0.1 -0.2 -0.7 0.323
C -1.52425 -1.65047 -0.61946 -2.6 1.9 2.3 -1.309
H -1.64454 -1.88689 0.53199 0.4 0.3 -0.6 0.274
H -1.94333 -0.57512 -0.59089 -0.1 -0.5 0.0 0.347
H -2.50418 -2.08722 -0.72574 -0.3 -0.8 -1.4 0.531
O 1.10397 0.60933 -4.27698 0.7 -0.5 -0.1 -0.684
H 0.49193 -0.08329 -4.54267 -0.1 -0.1 -0.1 0.328
H 1.99208 0.20999 -4.38251 -0.6 0.4 0.0 0.332
C -0.59913 -3.78443 -1.80854 0.1 -0.7 -0.6 -1.254
C 0.50796 -3.71280 -0.82218 0.7 0.0 0.4 0.767
N 0.90842 -2.62882 -0.20406 1.4 0.2 0.9 -0.264
C 2.03459 -2.84263 0.60345 -0.4 -2.8 -1.1 0.325
C 2.44973 -4.17391 0.59845 -0.5 1.4 0.1 -0.525
S 1.45676 -5.15486 -0.43463 0.1 1.9 0.5 -0.119
C 2.69593 -1.72401 1.24418 1.8 1.2 1.1 -0.071
C 3.91166 -1.73386 1.92178 -1.5 0.1 -0.6 -0.430
S 4.39098 -0.14302 2.41864 -1.5 -0.4 -1.1 -0.124
C 2.92519 0.49360 1.65407 0.8 -0.7 0.3 0.539
N 2.16144 -0.43004 1.13010 0.4 -0.5 0.1 -0.180
C 2.62846 1.94985 1.58921 0.2 0.1 0.3 -0.912
H -0.39755 -4.62694 -2.48308 -0.1 0.1 0.1 0.490
H -1.54790 -3.95975 -1.28486 0.3 0.0 -0.4 0.261
H -0.67019 -2.85351 -2.38455 0.0 -0.5 0.3 0.316
H 3.28930 -4.52873 1.17538 -0.1 -0.4 -0.2 0.381
H 4.47671 -2.63387 2.10341 0.3 0.2 0.2 0.383
H 2.13626 2.26501 2.52249 0.1 0.1 -0.3 0.275
H 3.58597 2.47948 1.49185 -0.4 0.1 0.0 0.438
H 1.98997 2.17309 0.72254 0.2 0.0 0.2 0.103
```
Positions in Å, forces in eV/Å.

Properties
E_HOMO (alpha / beta)	-10.69 / -10.69	eV
net charge	+1
HOMO-LUMO gap (alpha / beta)	0.2768 / 0.2769	Ha
maximum force	3.93	eV/Å
relative energy (zero: lowest compared OMol25 entry of this formula, charge and spin)	1.172	eV
multiplicity	2
LUMO level (alpha / beta)	-3.156 / -3.154	eV

=====

Formula: C13H24NO7P
Source: OMol25
Level of theory: ωB97M-V/def2-TZVPD

XYZ file:
```
46
Properties=species:S:1:pos:R:3:forces:R:3:mulliken_charge:R:1
C 2.60726 2.94382 -1.84092 -0.2 0.1 0.2 -1.167
C 1.54248 3.35101 -2.84733 0.4 -0.7 -0.1 0.072
N 1.06576 2.18609 -3.61868 0.2 -0.2 0.3 -0.230
C -0.15098 1.59051 -3.30891 -0.9 0.0 -0.1 0.155
C -1.42206 1.95781 -3.58109 0.9 0.2 -0.1 0.380
P -2.10895 3.49854 -4.29517 -0.8 -0.2 -0.6 -0.071
C -2.52483 4.28242 -2.71642 0.1 0.0 0.5 -1.071
O -0.80286 4.41449 -4.72219 0.2 -0.3 0.5 -0.479
C -2.25468 0.74091 -3.39394 0.1 -0.5 -0.9 0.121
O -3.31682 0.50658 -3.87105 -0.3 0.1 0.5 -0.494
O -1.49402 -0.25106 -2.77289 -0.1 0.5 0.4 -0.313
C -0.30905 0.38168 -2.43368 0.3 0.7 1.2 0.533
O 0.26771 0.20954 -1.39907 0.1 -0.7 -0.9 -0.482
H 3.54932 2.72558 -2.33457 0.1 -0.1 -0.1 0.318
H 2.30664 2.06164 -1.28381 -0.1 -0.1 0.1 0.246
H 2.76862 3.75528 -1.13313 0.1 0.1 0.1 0.364
H 0.69902 3.82596 -2.35526 -0.1 0.2 0.0 0.020
H 2.00139 4.02792 -3.56011 -0.3 0.3 -0.1 0.387
H 1.16231 2.26878 -4.61401 0.0 0.3 -0.1 0.337
H -2.85293 5.30857 -2.84346 -0.1 0.1 -0.2 0.390
H -3.34474 3.72365 -2.26742 -0.1 -0.1 -0.1 0.355
H -1.70412 4.26653 -2.00075 0.2 0.0 0.0 0.279
H -0.49044 4.09236 -5.56906 0.1 0.2 -0.4 0.317
C -1.65050 -2.65232 0.39122 0.0 -0.1 0.0 -0.678
O -0.65070 -3.03694 1.30792 -0.1 0.2 0.1 -0.316
C 0.62548 -2.53439 0.94568 -0.1 -0.2 0.0 -0.292
C 1.52488 -2.42607 2.15451 0.1 0.0 0.0 -0.508
O 1.26148 -1.29486 2.97099 0.0 0.0 0.0 -0.461
C 0.12014 -1.35248 3.80960 0.0 0.1 0.0 -0.378
C 0.28697 -2.24332 5.01927 -0.2 -0.2 0.0 -0.579
O 0.10547 -3.60536 4.67555 0.2 0.0 -0.1 -0.256
C 0.69807 -4.47661 5.60801 -0.1 0.0 0.0 -0.773
H -1.44507 -3.04470 -0.61171 0.0 0.1 0.0 0.286
H -2.59513 -3.06201 0.74412 0.0 0.0 0.0 0.304
H -1.73598 -1.56108 0.33663 0.0 0.0 -0.1 0.253
H 0.53043 -1.55086 0.47468 0.0 0.0 0.0 0.160
H 1.07998 -3.22901 0.22450 0.1 0.1 -0.1 0.440
H 2.54384 -2.27785 1.79056 0.0 0.0 0.0 0.427
H 1.51068 -3.34907 2.73790 -0.1 0.0 0.0 0.190
H -0.77482 -1.62508 3.24684 0.0 -0.1 0.0 0.180
H -0.01050 -0.33093 4.17338 0.0 0.0 0.0 0.390
H -0.46394 -1.96876 5.77408 0.1 0.1 0.1 0.422
H 1.28687 -2.08907 5.44380 0.0 0.0 0.0 0.345
H 1.77934 -4.30604 5.67522 0.0 0.0 0.1 0.326
H 0.52439 -5.49487 5.26612 0.0 0.0 0.0 0.232
H 0.25460 -4.35693 6.60404 0.0 0.0 0.0 0.319
```
Positions in Å, forces in eV/Å.

Properties
E_HOMO	-8.96	eV
HOMO-LUMO gap	0.3026	Ha
maximum force	1.37	eV/Å
structure (SMILES)	CCNC1=C(P(C)O)C(=O)OC1=O.COCCOCCOC
relative energy (zero: lowest compared OMol25 entry of this formula, charge and spin)	0.000	eV
LUMO level	-0.729	eV

=====

Number 1: molar mass 224.35 g/mol. Number 2: molar mass 553.53 g/mol. Number 3: molar mass 337.31 g/mol.